# 1
{
  "formula": "C11H16BiO5P",
  "method": "the ωB97M-V functional and the def2-TZVPD basis",
  "total_energy_ha": -1360.1149,
  "homo_energy_ha": -0.5677,
  "total_charge": 2,
  "species": ["O", "C", "Bi", "O", "C", "C", "O", "C", "O", "C", "O", "H", "C", "C", "P", "C", "C", "C", "C", "H", "H", "H", "H", "H", "H", "H", "H", "H", "H", "H", "H", "H", "H", "H"],
  "positions_angstrom": [[0.219, 0.151, -6.268], [-0.261, 0.157, -5.228], [-1.134, 0.269, -2.441], [2.318, 0.126, -4.091], [1.250, 0.188, -3.662], [-3.144, 0.185, -0.850], [-4.269, 0.144, -0.629], [-0.941, -2.332, -2.219], [-0.949, -3.468, -2.140], [-0.927, 2.868, -2.139], [-0.930, 4.002, -2.001], [-2.578, 0.344, -3.504], [-1.796, 0.938, 2.349], [-0.368, 1.098, 1.825], [0.045, 0.120, 0.351], [1.867, 0.416, 0.198], [2.735, 0.455, 1.455], [0.034, -1.628, 0.980], [0.508, -1.915, 2.397], [-2.543, 1.208, 1.589], [-1.935, 1.592, 3.226], [-1.985, -0.096, 2.679], [-0.189, 2.146, 1.542], [0.350, 0.820, 2.605], [2.222, -0.383, -0.465], [1.940, 1.376, -0.330], [2.910, -0.550, 1.856], [3.715, 0.893, 1.216], [2.312, 1.063, 2.263], [-1.003, -1.957, 0.858], [0.652, -2.185, 0.268], [0.085, -1.239, 3.145], [0.196, -2.925, 2.690], [1.597, -1.879, 2.473]],
  "nbo_charge": [-0.35, 0.46, 1.09, -0.35, 0.43, 0.52, -0.32, 0.53, -0.31, 0.54, -0.31, -0.23, -0.61, -0.72, 0.83, -0.70, -0.62, -0.70, -0.62, 0.19, 0.26, 0.22, 0.24, 0.26, 0.23, 0.22, 0.22, 0.25, 0.22, 0.22, 0.23, 0.22, 0.25, 0.23]
}

---

# 2
{
  "formula": "C33H32CuN4OPSe2",
  "method": "the ωB97M-V functional and the def2-TZVPD basis",
  "total_energy_ha": -8355.7971,
  "homo_energy_ha": [-0.1537, -0.1769],
  "relative_energy_kj_mol": 3.74,
  "total_charge": -1,
  "multiplicity": 2,
  "species": ["Cu", "O", "C", "N", "C", "C", "C", "C", "C", "C", "N", "C", "C", "C", "C", "C", "N", "H", "H", "H", "H", "H", "H", "H", "H", "H", "H", "Se", "P", "Se", "C", "C", "C", "C", "C", "C", "C", "C", "C", "C", "C", "C", "H", "H", "H", "H", "H", "H", "H", "H", "H", "H", "C", "N", "C", "C", "C", "C", "C", "C", "C", "C", "H", "H", "H", "H", "H", "H", "H", "H", "H", "H", "H", "H"],
  "positions_angstrom": [[0.693, 0.923, -1.171], [2.361, 4.514, -2.036], [1.975, 3.366, -1.766], [0.911, 2.926, -1.122], [-0.230, 3.788, -1.028], [-1.369, 3.218, -1.877], [-2.508, 3.965, -2.153], [-3.517, 3.403, -2.916], [-3.365, 2.109, -3.389], [-2.200, 1.433, -3.066], [-1.224, 1.971, -2.332], [2.794, 2.203, -2.336], [4.141, 2.324, -2.635], [4.781, 1.269, -3.254], [4.049, 0.140, -3.593], [2.712, 0.089, -3.252], [2.090, 1.095, -2.616], [0.005, 4.799, -1.370], [-0.593, 3.856, -0.001], [-2.594, 4.975, -1.769], [-4.416, 3.968, -3.138], [-4.135, 1.624, -3.974], [-2.046, 0.409, -3.390], [4.639, 3.251, -2.382], [5.840, 1.321, -3.475], [4.503, -0.700, -4.102], [2.109, -0.785, -3.468], [-0.811, 1.017, 0.862], [-2.433, -0.439, 0.892], [-3.444, -1.012, -0.902], [-1.775, -1.923, 1.764], [-1.930, -3.189, 1.211], [-1.346, -4.301, 1.811], [-0.613, -4.164, 2.980], [-0.444, -2.901, 3.537], [-1.004, -1.790, 2.923], [-3.645, 0.316, 2.056], [-4.856, 0.793, 1.563], [-5.756, 1.446, 2.400], [-5.462, 1.625, 3.744], [-4.253, 1.157, 4.245], [-3.350, 0.518, 3.405], [-2.507, -3.292, 0.301], [-1.453, -5.274, 1.348], [-0.158, -5.031, 3.447], [0.151, -2.775, 4.434], [-0.784, -0.806, 3.315], [-5.085, 0.646, 0.516], [-6.693, 1.811, 1.996], [-6.166, 2.129, 4.398], [-4.008, 1.294, 5.291], [-2.404, 0.193, 3.811], [2.639, 0.052, 2.076], [3.761, -0.549, 1.373], [4.127, -1.819, 1.961], [3.524, -0.617, -0.070], [2.408, -1.529, -0.558], [2.686, -2.897, -0.667], [1.734, -3.797, -1.132], [0.480, -3.318, -1.494], [0.205, -1.955, -1.395], [1.149, -1.026, -0.933], [2.920, 0.241, 3.118], [1.742, -0.576, 2.063], [2.373, 1.003, 1.613], [4.460, -1.652, 2.989], [4.955, -2.269, 1.405], [3.298, -2.545, 1.987], [4.469, -0.924, -0.531], [3.316, 0.404, -0.395], [3.679, -3.263, -0.409], [1.972, -4.853, -1.216], [-0.286, -4.001, -1.851], [-0.789, -1.611, -1.674]],
  "lowdin_spin": [0.57, 0.01, 0.00, 0.03, 0.00, 0.00, 0.00, 0.00, 0.00, 0.00, 0.00, 0.01, 0.00, 0.01, 0.00, 0.01, 0.06, 0.00, 0.00, 0.00, 0.00, 0.00, 0.00, 0.00, 0.00, 0.00, 0.00, 0.11, 0.02, 0.00, 0.00, 0.00, 0.00, 0.00, 0.00, 0.00, 0.01, 0.00, 0.00, 0.00, 0.00, 0.01, 0.00, 0.00, 0.00, 0.00, 0.00, 0.00, 0.00, 0.00, 0.00, 0.00, 0.00, 0.00, 0.00, 0.00, 0.02, 0.01, -0.01, 0.00, 0.01, 0.12, 0.00, 0.00, 0.00, 0.00, 0.00, 0.00, 0.00, 0.00, 0.00, 0.00, 0.00, 0.00]
}

---

# 3
{
  "formula": "C31H26CoN7O5S",
  "method": "the ωB97M-V functional and the def2-TZVPD basis",
  "total_energy_ha": -3737.3235,
  "homo_energy_ha": [-0.3003, -0.3069],
  "relative_energy_kj_mol": 184.28,
  "multiplicity": 5,
  "species": ["Co", "O", "C", "O", "C", "C", "C", "C", "C", "N", "C", "O", "O", "H", "H", "H", "S", "C", "N", "N", "C", "C", "C", "C", "C", "C", "N", "N", "C", "C", "C", "C", "C", "C", "H", "H", "H", "H", "H", "H", "H", "H", "H", "H", "H", "C", "N", "N", "C", "O", "C", "C", "C", "C", "C", "C", "C", "C", "C", "H", "H", "H", "H", "H", "H", "H", "H", "H", "H", "H", "H"],
  "positions_angstrom": [[0.278, 0.054, 0.276], [0.524, -3.892, -0.447], [0.150, -2.770, -0.215], [0.936, -1.732, 0.001], [-1.300, -2.405, -0.133], [-2.353, -3.285, -0.190], [-3.641, -2.762, -0.125], [-3.821, -1.391, -0.010], [-2.705, -0.581, 0.060], [-1.481, -1.094, -0.002], [-2.715, 0.924, 0.229], [-3.768, 1.533, 0.039], [-1.554, 1.355, 0.528], [-2.150, -4.344, -0.289], [-4.498, -3.423, -0.166], [-4.799, -0.927, 0.038], [0.401, 0.259, 2.629], [2.090, 0.352, 2.605], [2.723, 0.436, 3.824], [3.981, 0.061, 3.873], [4.630, -1.054, 3.286], [3.950, -2.089, 2.641], [4.670, -3.139, 2.093], [6.054, -3.184, 2.193], [6.723, -2.172, 2.872], [6.016, -1.116, 3.421], [2.823, 0.374, 1.482], [2.180, 0.287, 0.361], [2.908, 0.307, -0.838], [2.222, 0.303, -2.056], [2.916, 0.389, -3.249], [4.303, 0.464, -3.252], [4.989, 0.427, -2.043], [4.307, 0.345, -0.840], [4.499, 0.552, 4.576], [2.872, -2.092, 2.586], [4.133, -3.936, 1.590], [6.607, -4.007, 1.758], [7.800, -2.206, 2.978], [6.539, -0.321, 3.950], [1.144, 0.231, -2.072], [2.368, 0.402, -4.183], [4.843, 0.537, -4.188], [6.073, 0.462, -2.033], [4.832, 0.308, 0.105], [0.453, 5.675, -3.059], [-0.219, 4.757, -2.144], [0.588, 4.127, -1.207], [0.169, 2.822, -1.050], [0.687, 2.076, -0.205], [-0.905, 2.631, -1.981], [-1.078, 3.802, -2.631], [-2.045, 4.145, -3.711], [1.313, 4.885, -0.242], [2.419, 4.315, 0.381], [3.117, 5.050, 1.328], [2.741, 6.350, 1.642], [1.632, 6.908, 1.019], [0.909, 6.175, 0.087], [1.081, 6.358, -2.500], [-0.305, 6.249, -3.584], [1.072, 5.139, -3.784], [-1.509, 1.737, -2.060], [-2.773, 3.343, -3.809], [-1.546, 4.280, -4.673], [-2.577, 5.068, -3.468], [2.719, 3.305, 0.135], [3.969, 4.597, 1.824], [3.301, 6.921, 2.374], [1.317, 7.914, 1.265], [0.008, 6.588, -0.351]],
  "lowdin_spin": [2.70, 0.01, 0.01, 0.08, 0.00, 0.00, 0.00, 0.00, 0.00, 0.04, 0.00, 0.00, 0.05, 0.00, 0.00, 0.00, 0.42, 0.02, 0.28, 0.25, 0.00, 0.04, 0.00, 0.04, 0.00, 0.04, 0.03, -0.04, 0.01, -0.01, 0.00, -0.02, 0.00, -0.02, 0.00, 0.00, 0.00, 0.00, 0.00, 0.00, 0.00, 0.00, 0.00, 0.00, 0.00, 0.00, 0.00, 0.00, 0.00, 0.04, 0.00, 0.00, 0.00, 0.00, 0.00, 0.00, 0.00, 0.00, 0.00, 0.00, 0.00, 0.00, 0.00, 0.00, 0.00, 0.00, 0.00, 0.00, 0.00, 0.00, 0.00]
}